Run P
Density functional theory data (ωB97M-V with the def2-TZVPD basis set) for 2 unconnected molecules or ions with the total composition C3H7N2OS.

**Kohn-Sham gap**: 9.5 eV
**HOMO level**: -13.89 eV
**Lowest unoccupied orbital energy**: -4.4 eV

```
! RIJCOSX wB97M-V def2-TZVPD def2/J DEFGRID3
* xyz 1 1
C 1.12405 -0.30823 -0.10398
C -0.98675 -0.15783 0.98785
C 2.53601 -0.48795 -0.05339
N 0.34783 0.12970 -1.07425
N 0.29393 -0.49236 1.05133
O -3.60474 0.83182 -0.09867
S -1.34750 0.16410 -0.65246
H -3.70313 1.19013 0.81205
H 2.68362 -0.65832 1.04885
H 3.02418 0.50561 -0.35667
H 2.74584 -1.29856 -0.74534
H 0.57936 0.06776 -2.08516
H 0.69469 -0.70659 1.86167
H -4.38738 1.22073 -0.59183
*
```

***

Run Q
Density functional theory data (ωB97M-V with the def2-TZVPD basis set) for a gas-phase ion, C3H7N2OS (charge +1).

**Kohn-Sham gap**: 10.3 eV
**HOMO level**: -13.76 eV
**SMILES string**: N[C@]1(O)[NH2+]C=CS1
**Lowest unoccupied orbital energy**: -3.5 eV

```
! RIJCOSX wB97M-V def2-TZVPD def2/J DEFGRID3
* xyz 1 1
C -0.15712 1.04684 1.31255
C 0.27083 -0.07406 1.90172
C -0.10296 -0.56032 -0.52894
N 0.72824 -0.39694 -1.76354
N -0.27712 0.97163 -0.15586
O -1.31803 -1.04659 -0.80385
S 0.71436 -1.42953 0.97056
H -0.25636 2.00029 1.61626
H 0.40424 -0.12989 3.01168
H 1.70214 -0.37661 -1.60859
H 0.40544 -1.05135 -2.45553
H -1.08022 1.30964 -0.73450
H 0.60142 1.31496 -0.67040
H -1.63487 -1.57807 -0.09156
*
```

***

Run R
Density functional theory data (ωB97M-V with the def2-TZVPD basis set) for a gas-phase ion, C3H7N2OS (charge +1).

**Kohn-Sham gap**: 8.7 eV
**HOMO level**: -12.47 eV
**SMILES string**: NC1=C(S)OC[NH2+]1
**Lowest unoccupied orbital energy**: -3.8 eV

```
! RIJCOSX wB97M-V def2-TZVPD def2/J DEFGRID3
* xyz 1 1
C 0.04402 0.35401 0.59194
C -0.93864 0.47196 -0.31946
C 0.59444 -0.76892 -1.36297
N 0.09310 0.73271 1.89692
N 1.00847 -0.75470 0.06294
O -0.71971 -0.34253 -1.38698
S -2.47624 1.29720 -0.13960
H 1.12392 0.10402 -1.79687
H 0.73433 -1.65017 -1.85491
H 0.94538 0.94029 2.34831
H -0.52359 1.63892 1.94502
H 2.06548 -0.47569 0.10995
H 0.94819 -1.65034 0.54584
H -2.89914 0.10326 -0.64014
*
```

***

Run S
Density functional theory data (ωB97M-V with the def2-TZVPD basis set) for 2 unconnected molecules or ions with the total composition C3H7N2OS.

**Kohn-Sham gap (spin up / spin down)**: 6.4 / 6.4 eV
**HOMO level (spin up / spin down)**: -13.91 / -13.91 eV
**Lowest unoccupied orbital energy (spin up / spin down)**: -7.5 / -7.5 eV

```
! RIJCOSX wB97M-V def2-TZVPD def2/J DEFGRID3
* xyz 1 1
C 2.31046 -1.47075 -0.14593
C 0.10660 -0.55195 0.25576
C -2.02356 0.70066 0.65174
N 1.15744 -1.17182 0.24053
N 0.56102 1.83136 -0.56398
O -1.74124 -1.35666 -1.02133
S -1.58844 -1.06748 0.36440
H 3.24241 -1.59462 0.51945
H 2.58378 -1.81479 -1.12604
H -1.14873 1.22284 0.54575
H -2.36821 0.92828 1.72825
H -2.83850 1.00797 -0.05584
H 0.40569 1.36474 -1.41901
H 1.34129 1.97221 0.02626
*
```

***

Most stable structure - run Q; separation to the second - 0.0231 hartree.

***

Run P
Density functional theory data (ωB97M-V with the def2-TZVPD basis set) for C4H8N2O4 in the gas phase.

**Kohn-Sham gap**: 10.9 eV
**HOMO level**: -10.64 eV
**SMILES string**: NN(CC(=O)O)CC(=O)O
**Lowest unoccupied orbital energy**: 0.3 eV

```
! RIJCOSX wB97M-V def2-TZVPD def2/J DEFGRID3
* xyz 0 1
C 0.42944 0.36402 0.71223
C 1.92807 0.50370 1.15821
C -1.39057 -0.57847 -0.59446
C -1.63243 0.88445 -1.29333
H 0.98675 -2.39290 0.78887
H -0.34365 -1.81282 1.43456
H 0.27964 1.58515 0.45200
H -0.39818 0.25230 1.75080
H 2.04632 -0.19395 -0.49467
H -2.02824 -0.58664 0.31522
H -1.39989 -1.36472 -1.34215
H -0.46236 2.06589 -2.22055
N 0.05534 -1.97345 0.44907
N 0.02671 -0.63381 -0.28402
O 2.63321 0.52248 0.03224
O 2.49671 0.75429 2.22454
O -0.44517 1.16119 -1.92624
O -2.78169 1.44329 -1.16234
*
```

***

Run Q
Density functional theory data (ωB97M-V with the def2-TZVPD basis set) for a molecular structure, C4H8N2O4.

**Kohn-Sham gap**: 9.4 eV
**HOMO level**: -9.92 eV
**Lowest unoccupied orbital energy**: -0.5 eV

```
! RIJCOSX wB97M-V def2-TZVPD def2/J DEFGRID3
* xyz 0 1
C -0.14989 1.09785 0.80268
C -0.01046 -1.18547 -0.98837
C -0.89816 2.35323 1.15145
C -0.02349 -2.65912 -0.54224
N 0.72147 1.27868 -0.25466
N 1.15144 -0.53636 -0.68483
O -0.15698 0.02752 1.40906
O -0.84687 -0.59636 -1.64578
O 0.19115 2.01273 -1.21709
O 2.05713 -0.88986 0.23283
H -1.47813 2.08051 2.05863
H -1.43362 2.55799 0.29441
H -0.14319 3.02285 1.28730
H 0.92348 -3.08592 -1.00983
H -0.09454 -2.74412 0.52778
H -0.85203 -3.39871 -0.91182
H -0.60061 1.61346 -1.62998
H 1.64329 -0.94890 1.12046
*
```

***

Most stable structure - run P; separation to the second - 0.0690 hartree.

***

Run P
Density functional theory data (ωB97M-V with the def2-TZVPD basis set) for 2 unconnected molecules or ions with the total composition H4NS.

**Kohn-Sham gap**: 7.5 eV
**HOMO level**: -2.60 eV
**Lowest unoccupied orbital energy**: 4.9 eV

```
! RIJCOSX wB97M-V def2-TZVPD def2/J DEFGRID3
* xyz -1 1
N -1.04879 -0.32204 0.90098
H -0.66010 -0.11956 -0.03110
H -1.25532 0.58941 1.29990
H -0.23347 -0.64385 1.41371
S 0.95026 0.40567 -1.83719
H 2.24741 0.09037 -1.74629
*
```

***

Run Q
Density functional theory data (ωB97M-V with the def2-TZVPD basis set) for 2 unconnected molecules or ions with the total composition H4NS.

**Kohn-Sham gap**: 6.7 eV
**HOMO level**: -2.42 eV
**Lowest unoccupied orbital energy**: 4.3 eV

```
! RIJCOSX wB97M-V def2-TZVPD def2/J DEFGRID3
* xyz -1 1
N -1.24494 0.34086 2.39984
H -1.60524 -0.31938 3.07677
H -0.52943 -0.13705 1.86234
H -1.98467 0.62621 1.77474
S 0.81361 -0.17980 -1.32419
H -0.47238 0.03377 -1.00281
*
```

***

Most stable structure - run P; separation to the second - 0.0052 hartree.